Record 1
Molecular formula: C17H69N2O27P
Method: DFT, the ωB97M-V functional and the def2-TZVPD basis

Each line ends with the Löwdin charge.
Geometry (Å):
1 C 3.98 -2.14 1.53  -0.11
2 O 4.15 -0.81 1.98  -0.17
3 C 2.92 -0.09 2.10  -0.24
4 C 2.62 0.75 0.87  -0.17
5 C 1.63 1.88 1.13  -0.21
6 C 0.26 1.41 1.62  -0.19
7 C -0.76 2.58 1.75  -0.15
8 C -1.73 2.66 0.55  -0.19
9 C -3.22 2.66 0.92  -0.16
10 C -3.87 1.26 0.80  -0.11
11 C -2.89 0.13 1.01  -0.20
12 C -2.19 -0.32 -0.08  0.02
13 C -1.29 -1.34 -0.01  -0.08
14 C -1.10 -1.90 1.22  -0.10
15 C -1.75 -1.52 2.34  -0.01
16 C -2.66 -0.49 2.24  -0.18
17 P -3.56 -0.02 3.75  0.52
18 N -3.66 1.49 4.05  -0.11
19 O -2.83 -0.77 4.98  -0.14
20 O -5.07 -0.59 3.69  -0.14
21 C -0.05 -2.97 1.01  -0.36
22 O 0.34 -3.78 1.82  0.11
23 N 0.43 -2.84 -0.31  0.19
24 C -0.41 -1.97 -1.06  -0.34
25 O -0.40 -1.81 -2.26  0.12
26 H 4.60 -2.80 2.14  0.08
27 H 4.29 -2.26 0.49  0.06
28 H 2.95 -2.52 1.61  0.07
29 H 3.04 0.61 2.93  0.12
30 H 2.08 -0.73 2.37  0.09
31 H 2.33 0.09 0.04  0.10
32 H 3.57 1.22 0.57  0.08
33 H 1.49 2.41 0.19  0.06
34 H 2.09 2.60 1.82  0.12
35 H -0.13 0.58 1.03  0.08
36 H 0.42 1.04 2.64  0.10
37 H -0.17 3.50 1.78  0.11
38 H -1.27 2.52 2.72  0.09
39 H -1.46 1.91 -0.19  0.06
40 H -1.53 3.63 0.07  0.11
41 H -3.39 3.13 1.89  0.10
42 H -3.73 3.32 0.21  0.11
43 H -4.37 1.11 -0.16  0.13
44 H -4.65 1.18 1.56  0.07
45 H -2.36 0.17 -1.04  0.13
46 H -1.56 -2.05 3.27  0.13
47 H -3.20 1.99 3.29  -0.06
48 H -1.88 -0.76 4.85  0.07
49 H -5.07 -1.54 3.89  0.09
50 H 0.49 -3.71 -0.84  0.17
51 O 5.35 2.47 0.68  -0.06
52 H 5.55 3.33 0.28  0.03
53 H 5.78 1.83 0.09  -0.01
54 O 6.86 0.68 -1.05  -0.05
55 H 6.46 -0.14 -0.72  0.06
56 H 7.70 0.40 -1.43  0.03
57 O 3.19 -2.08 -1.78  -0.07
58 H 3.92 -2.59 -2.16  0.01
59 H 2.63 -1.88 -2.54  0.02
60 O -4.90 -2.66 1.21  -0.04
61 H -4.12 -2.12 1.40  0.00
62 H -4.74 -2.99 0.31  0.04
63 O 5.00 -2.89 -3.92  -0.07
64 H 5.73 -3.40 -4.29  0.03
65 H 4.46 -2.70 -4.69  0.02
66 O 0.29 1.52 -1.53  -0.03
67 H 0.48 2.40 -1.89  0.05
68 H 0.79 0.92 -2.08  0.05
69 O 1.42 -0.86 4.73  -0.05
70 H 1.96 -1.03 5.51  0.05
71 H 0.93 -1.67 4.60  0.03
72 O -2.68 1.61 -3.14  -0.05
73 H -1.86 1.22 -3.47  0.04
74 H -3.25 1.68 -3.92  0.05
75 O 1.45 4.65 -0.89  -0.04
76 H 2.34 5.00 -0.96  0.04
77 H 0.88 5.42 -1.03  0.04
78 O 5.53 -2.58 -6.53  -0.06
79 H 5.72 -1.72 -6.90  0.03
80 H 6.03 -3.18 -7.10  0.04
81 O -7.10 -4.09 -0.50  -0.06
82 H -6.56 -4.15 0.30  0.01
83 H -7.44 -4.98 -0.61  0.04
84 O 8.03 0.66 -3.56  -0.05
85 H 8.78 1.18 -3.88  0.06
86 H 7.28 1.25 -3.65  0.05
87 O 9.67 -1.42 -5.21  -0.06
88 H 10.28 -2.10 -4.91  0.03
89 H 9.20 -1.15 -4.41  0.00
90 O 6.69 -1.85 -8.78  -0.06
91 H 7.55 -1.46 -8.57  0.06
92 H 6.79 -2.18 -9.69  0.04
93 O -6.55 -0.50 6.71  -0.05
94 H -5.70 -0.54 6.26  0.02
95 H -7.02 0.21 6.25  0.04
96 O -7.21 1.51 2.25  -0.05
97 H -6.49 1.00 2.64  0.01
98 H -7.84 1.63 2.97  0.06
99 O -0.75 3.88 -4.55  -0.06
100 H -1.31 4.57 -4.91  0.04
101 H -1.37 3.25 -4.17  -0.01
102 O 5.26 -1.85 -11.21  -0.05
103 H 4.68 -1.45 -10.56  0.04
104 H 5.06 -1.39 -12.03  0.05
105 O -7.97 3.57 0.03  -0.07
106 H -8.92 3.48 0.12  0.03
107 H -7.61 2.89 0.61  -0.01
108 O -9.95 0.48 1.60  -0.07
109 H -10.17 -0.42 1.87  0.03
110 H -9.02 0.43 1.36  0.01
111 O 3.34 -3.83 4.87  -0.06
112 H 3.52 -4.47 4.18  0.03
113 H 3.58 -2.98 4.47  0.02
114 O -6.99 2.39 8.25  -0.06
115 H -7.67 2.03 8.82  0.03
116 H -6.44 1.64 8.03  0.01

Electronic energy (hartree): -3171.54314
E_HOMO (eV): -8.81
HOMO-LUMO gap (Ha): 0.2922
LUMO (eV): -0.86

Record 2
Molecular formula: C17H7BiBrCl5IN2O5
Method: DFT, the ωB97M-V functional and the def2-TZVPD basis

Each line ends with the natural charge from an NBO analysis.
Geometry (Å):
1 Bi 0.70 0.14 0.79  1.89
2 O 2.08 -3.90 -3.62  -0.65
3 C 2.30 -4.45 -2.43  0.78
4 O 2.84 -5.51 -2.29  -0.54
5 C 1.83 -3.71 -1.21  -0.22
6 C 1.95 -4.25 0.06  0.07
7 N 1.49 -3.34 0.93  -0.30
8 N 1.06 -2.24 0.31  -0.36
9 C 1.27 -2.45 -0.99  0.05
10 C 0.89 -1.34 -1.91  0.78
11 O 0.93 -1.45 -3.11  -0.56
12 O 0.49 -0.25 -1.29  -0.84
13 H 1.63 -3.03 -3.55  0.51
14 H 2.32 -5.21 0.37  0.27
15 H 1.37 -3.44 1.93  0.44
16 Cl -2.50 -0.04 7.36  0.11
17 C -2.06 -0.09 5.71  -0.10
18 C -0.78 -0.53 5.34  -0.06
19 Cl 0.36 -0.99 6.54  0.10
20 C -0.44 -0.58 4.00  -0.14
21 Cl 1.19 -1.03 3.53  0.03
22 C -1.34 -0.22 3.00  0.33
23 O -1.08 -0.35 1.69  -0.87
24 C -2.59 0.25 3.37  -0.13
25 Cl -3.69 0.71 2.13  0.08
26 C -2.96 0.31 4.72  -0.05
27 Cl -4.51 0.87 5.15  0.11
28 Br -1.18 5.84 -0.77  0.12
29 C -0.61 4.66 -2.12  -0.18
30 C -0.28 5.20 -3.35  -0.21
31 C 0.14 4.38 -4.38  -0.17
32 C 0.24 3.01 -4.20  -0.18
33 C -0.09 2.45 -2.97  -0.28
34 C -0.50 3.28 -1.94  -0.08
35 I -1.07 2.46 -0.11  0.31
36 H -0.36 6.27 -3.50  0.24
37 H 0.39 4.82 -5.34  0.24
38 H 0.56 2.37 -5.00  0.24
39 H -0.02 1.38 -2.83  0.25

Electronic energy (hartree): -6524.82951
E_HOMO (eV): -11.97
Charge: +1
HOMO-LUMO gap (Ha): 0.2804
LUMO (eV): -4.34
Energy above the lowest of the compared OMol25 structures with the same formula, charge and spin (eV): 0.208

Record 3
Molecular formula: C17H7BrF5IIrN2O4S
Method: DFT, the ωB97M-V functional and the def2-TZVPD basis

Each line ends with the natural charge from an NBO analysis.
Geometry (Å):
1 Ir 0.03 0.48 -0.35  1.09
2 O 0.89 6.46 -0.44  -0.64
3 C 1.88 5.91 0.16  0.78
4 O 2.78 6.48 0.72  -0.53
5 C 1.96 4.39 0.18  -0.20
6 C 3.05 3.69 0.68  0.08
7 N 2.77 2.39 0.56  -0.31
8 N 1.57 2.20 0.02  -0.27
9 C 1.05 3.40 -0.21  0.06
10 C -0.34 3.46 -0.85  0.78
11 O -0.75 4.54 -1.20  -0.54
12 O -0.88 2.32 -0.93  -0.68
13 H 0.18 5.89 -0.85  0.53
14 H 3.97 4.06 1.09  0.29
15 H 3.36 1.61 0.81  0.44
16 F -2.56 -3.57 -5.50  -0.20
17 C -1.70 -2.88 -4.79  0.41
18 C -2.06 -2.40 -3.51  0.35
19 F -3.25 -2.67 -3.01  -0.24
20 C -1.15 -1.66 -2.79  0.32
21 F -1.48 -1.18 -1.57  -0.30
22 C 0.14 -1.37 -3.27  -0.32
23 S 1.28 -0.45 -2.37  0.37
24 C 0.49 -1.88 -4.54  0.41
25 F 1.70 -1.65 -5.01  -0.24
26 C -0.42 -2.62 -5.29  0.29
27 F -0.07 -3.08 -6.47  -0.23
28 Br -2.44 -2.20 1.25  0.12
29 C -1.64 -2.50 2.93  -0.13
30 C -2.30 -3.27 3.88  -0.20
31 C -1.72 -3.49 5.12  -0.14
32 C -0.51 -2.89 5.44  -0.17
33 C 0.16 -2.12 4.50  -0.23
34 C -0.39 -1.95 3.24  -0.13
35 I 0.83 -0.95 1.76  0.37
36 H -3.26 -3.69 3.64  0.26
37 H -2.22 -4.12 5.84  0.26
38 H -0.08 -3.02 6.42  0.26
39 H 1.11 -1.66 4.75  0.25

Electronic energy (hartree): -4935.26556
E_HOMO (spin up / spin down) (eV): -15.11 / -15.11
Charge: +2
HOMO-LUMO gap (spin up / spin down) (Ha): 0.1796 / 0.1689
LUMO (spin up / spin down) (eV): -10.22 / -10.51
Energy above the lowest of the compared OMol25 structures with the same formula, charge and spin (eV): 4.177
Multiplicity: 2